Entry 1:
58
Properties=species:S:1:pos:R:3:forces:R:3:nbo_charge:R:1 method="wB97M-V/def2-TZVPD" e_tot_ha=-1905.6018 charge=+3 gap_ev="5.084 / 5.152" homo_ev="-17.527 / -17.499" e_lumo_ev="-12.44 / -12.35" relative_energy_kcal_mol=29.43
Pt 0.7212 0.7667 0.4788 1.30 -0.06 -1.24 0.85
N -2.0335 2.5646 0.2754 0.29 0.11 0.00 -0.74
C -1.0143 3.1692 -0.3315 -0.34 -0.42 0.19 0.63
N -1.2025 4.3314 -0.9015 0.21 0.04 -0.07 -0.51
C -0.1542 4.8990 -1.5134 -0.18 0.21 -0.07 0.62
N -0.3234 6.0598 -2.0959 0.06 0.00 -0.01 -0.67
N 1.1053 4.3441 -1.5724 -0.20 0.34 -0.14 -0.45
C 1.2290 3.2097 -1.0044 0.37 -0.13 0.04 0.45
N 0.2144 2.5375 -0.3718 0.19 -0.78 0.49 -0.53
C 2.5381 2.5322 -0.9757 -0.06 0.10 -0.07 0.14
C 3.6834 3.0368 -1.5363 0.13 0.13 -0.12 -0.15
C 4.8629 2.3057 -1.4093 -0.04 0.03 -0.03 -0.07
C 4.8531 1.1075 -0.7106 0.03 0.03 -0.03 -0.19
C 3.6624 0.6554 -0.1710 -0.16 -0.09 0.05 0.07
N 2.5388 1.3595 -0.3251 -0.44 0.41 0.26 -0.43
H -2.9066 3.0654 0.3476 -0.01 0.02 -0.04 0.45
H -1.9192 1.7080 0.7873 -0.08 -0.05 -0.05 0.41
H -1.2295 6.5050 -2.0781 0.00 0.01 0.01 0.45
H 0.4484 6.5263 -2.5483 0.01 -0.02 -0.01 0.44
H 3.6318 3.9874 -2.0502 0.08 -0.02 -0.02 0.28
H 5.7816 2.6703 -1.8501 0.00 0.03 0.02 0.27
H 5.7544 0.5253 -0.5759 -0.02 -0.01 -0.01 0.28
H 3.5995 -0.2715 0.3857 -0.04 -0.05 0.02 0.24
O 1.0147 1.3656 3.1249 0.31 0.33 -0.03 -0.36
C 0.4866 0.4850 2.5802 -0.87 -0.54 0.17 0.55
C -0.2321 -0.7175 3.0106 0.11 0.12 0.26 -0.22
C -0.3644 -0.9430 4.3823 0.04 -0.03 0.06 -0.11
C -1.0423 -2.0746 4.8065 0.02 0.04 0.01 -0.15
C -1.5750 -2.9611 3.8755 -0.01 -0.02 -0.01 -0.13
C -1.4390 -2.7293 2.5074 -0.04 -0.11 0.11 -0.13
C -0.7654 -1.6017 2.0705 -0.05 -0.09 -0.17 -0.36
P -0.5333 -1.2045 0.3302 -0.79 0.30 0.68 1.12
C 0.4673 -2.4659 -0.4237 0.38 0.23 -0.07 -0.36
C 0.7259 -2.4536 -1.8066 -0.02 -0.02 0.10 -0.20
C 1.4609 -3.4747 -2.3703 0.09 -0.08 0.02 -0.18
C 1.9796 -4.4879 -1.5643 -0.04 0.03 -0.01 -0.11
C 1.7642 -4.4793 -0.1903 0.07 -0.06 -0.05 -0.19
C 1.0319 -3.4623 0.3909 -0.06 0.07 -0.03 -0.19
C -2.1234 -0.9234 -0.4243 -0.10 0.10 -0.12 -0.37
C -3.2670 -0.9148 0.3862 0.10 -0.07 -0.06 -0.22
C -4.5119 -0.7370 -0.1933 -0.07 0.07 -0.02 -0.18
C -4.6221 -0.5349 -1.5628 0.01 -0.01 -0.03 -0.13
C -3.4841 -0.4996 -2.3637 -0.09 0.07 0.02 -0.18
C -2.2352 -0.6753 -1.8001 0.00 -0.04 0.13 -0.20
H 0.0573 -0.2434 5.0925 -0.01 -0.01 0.01 0.26
H -1.1533 -2.2639 5.8662 -0.02 -0.01 -0.02 0.27
H -2.1031 -3.8433 4.2156 0.01 0.02 -0.01 0.27
H -1.8601 -3.4306 1.7968 0.00 0.00 0.01 0.25
H 0.3638 -1.6591 -2.4410 -0.09 0.00 -0.02 0.22
H 1.6334 -3.4886 -3.4379 0.03 0.01 0.01 0.25
H 2.5670 -5.2797 -2.0106 -0.04 -0.02 0.00 0.26
H 2.1649 -5.2707 0.4285 0.04 0.02 -0.01 0.26
H 0.8852 -3.4584 1.4622 -0.02 -0.02 -0.02 0.23
H -3.1965 -1.0656 1.4551 -0.02 -0.05 -0.02 0.23
H -5.3987 -0.7653 0.4257 0.00 0.03 0.00 0.25
H -5.5977 -0.3938 -2.0090 0.00 -0.04 0.00 0.26
H -3.5755 -0.3353 -3.4289 0.00 0.02 0.01 0.25
H -1.3637 -0.6080 -2.4339 0.03 -0.08 -0.03 0.22

---

Entry 2:
88
Properties=species:S:1:pos:R:3:forces:R:3:lowdin_charge:R:1 method="wB97M-V/def2-TZVPD" e_tot_ha=-3573.4655 charge=+2 gap_ev=7.163 homo_ev=-12.819 e_lumo_ev=-5.66 relative_energy_kcal_mol=0.00
P -3.7546 -3.1742 -0.1474 -0.03 0.30 0.23 1.09
C -5.3091 -2.4830 -0.7355 -0.24 0.20 -0.24 -0.31
C -6.0621 -3.1176 -1.7379 0.05 0.10 0.18 -0.07
H -5.6724 -4.0097 -2.2299 -0.17 0.21 0.11 0.11
C -7.3102 -2.6046 -2.0952 0.05 0.09 0.11 -0.05
H -7.8958 -3.1056 -2.8672 0.17 0.17 0.23 0.12
C -7.8090 -1.4619 -1.4603 0.23 -0.12 0.06 -0.05
H -8.7910 -1.0707 -1.7310 0.31 -0.12 0.07 0.12
C -7.0512 -0.8193 -0.4750 0.16 -0.11 -0.01 -0.05
H -7.4316 0.0739 0.0229 0.10 -0.27 -0.19 0.12
C -5.8000 -1.3228 -0.1158 -0.12 -0.12 -0.09 -0.06
H -5.2045 -0.8244 0.6500 -0.26 -0.06 -0.14 0.11
C -3.1544 -4.3484 -1.3665 -0.08 -0.57 -0.36 -0.33
C -2.8675 -3.8761 -2.6613 0.13 -0.21 0.10 -0.10
H -3.0811 -2.8352 -2.9153 0.15 -0.28 0.09 0.10
C -2.3256 -4.7406 -3.6141 -0.24 0.22 0.17 -0.06
H -2.0609 -4.3528 -4.5988 -0.15 -0.18 0.22 0.12
C -2.1554 -6.0941 -3.3108 0.04 0.05 0.15 -0.06
H -1.7670 -6.7755 -4.0694 -0.11 0.19 0.24 0.12
C -2.4994 -6.5767 -2.0473 0.04 -0.04 0.01 -0.06
H -2.3945 -7.6378 -1.8182 -0.02 0.29 -0.09 0.12
C -2.9854 -5.7108 -1.0664 -0.08 0.36 -0.13 -0.06
H -3.2669 -6.0894 -0.0814 0.16 0.07 -0.26 0.12
C -4.0751 -3.9559 1.4436 -0.20 -0.19 0.44 -0.31
C -5.2635 -4.6885 1.6325 0.19 -0.04 0.07 -0.06
H -5.9725 -4.7907 0.8094 0.13 0.00 0.24 0.12
C -5.5355 -5.2711 2.8708 0.14 0.11 -0.14 -0.05
H -6.4562 -5.8376 3.0089 0.25 0.16 -0.03 0.12
C -4.6322 -5.1254 3.9302 0.13 0.10 -0.22 -0.04
H -4.8425 -5.5880 4.8952 0.04 0.14 -0.28 0.12
C -3.4623 -4.3823 3.7535 -0.08 -0.02 -0.16 -0.05
H -2.7504 -4.2607 4.5700 -0.26 -0.02 -0.18 0.12
C -3.1899 -3.7838 2.5212 -0.11 -0.07 -0.07 -0.08
H -2.2936 -3.1745 2.3949 -0.23 -0.15 0.11 0.10
Zr 0.1605 0.3143 -0.2433 0.02 0.53 2.08 1.03
C 1.5243 -1.5411 -0.0481 0.18 -0.40 0.26 -0.27
C 1.0855 -2.7793 -0.3159 -0.31 0.19 0.26 -0.39
H 2.5986 -1.4044 0.1659 -0.50 -0.14 -0.43 -0.02
C -0.4107 -3.0521 -0.3386 -0.17 -0.75 -0.66 -0.43
O -0.6008 -4.0336 0.7035 -0.54 -0.06 -0.26 -0.06
H -1.5510 -4.2549 0.7739 0.79 0.01 -0.07 0.05
C -1.2506 -1.8042 -0.1499 2.16 0.73 -0.06 -0.22
H -0.6840 -3.5073 -1.3171 0.08 0.07 0.31 0.12
C -2.5582 -1.8353 0.0439 -1.18 0.08 0.27 -0.29
Cl 2.5072 1.0671 0.1459 -0.13 0.04 -0.30 0.05
Cl -2.1490 1.2107 -0.1171 0.13 -0.15 -0.09 0.10
P -0.0517 0.3629 -2.7884 -0.38 -0.27 -2.29 0.72
C 0.2350 1.9278 -3.6743 0.28 0.38 0.43 -0.24
H 1.2948 2.2008 -3.6020 -0.19 -0.02 -0.07 0.06
H -0.3605 2.7121 -3.1896 0.07 -0.14 -0.19 0.05
H -0.0575 1.8484 -4.7284 0.09 -0.11 0.28 0.07
C 1.0445 -0.8329 -3.6109 0.42 -0.15 0.02 -0.25
H 0.7052 -1.8578 -3.3967 0.06 0.34 -0.03 0.04
H 2.0636 -0.7178 -3.2178 -0.19 -0.04 -0.21 0.05
H 1.0382 -0.6611 -4.6965 0.01 -0.08 0.29 0.07
C -1.6853 -0.1192 -3.4377 -0.46 -0.06 0.23 -0.24
H -2.4606 0.2137 -2.7370 0.10 -0.06 -0.24 0.02
H -1.7486 -1.2103 -3.5428 0.08 0.32 0.06 0.03
H -1.8424 0.3546 -4.4169 0.06 -0.20 0.26 0.06
P 2.2197 -4.1961 -0.4886 -0.99 0.96 0.37 0.89
C 3.8539 -3.5699 -0.8689 0.28 -0.13 -0.13 -0.17
C 1.5843 -5.1904 -1.8390 0.20 -0.34 -0.22 -0.16
H 4.2204 -2.9463 -0.0440 -0.11 -0.19 -0.18 0.07
H 3.8366 -2.9719 -1.7896 -0.05 -0.16 0.25 0.07
H 4.5350 -4.4210 -1.0061 -0.12 0.22 0.05 0.08
H 0.6005 -5.6051 -1.5858 0.22 0.13 0.05 0.06
H 2.2830 -6.0123 -2.0402 -0.20 0.11 -0.03 0.07
H 1.4897 -4.5725 -2.7419 0.07 -0.12 0.24 0.07
C 2.2487 -5.1247 1.0435 0.19 -0.33 0.08 -0.16
H 2.5162 -4.4510 1.8680 -0.06 -0.12 -0.24 0.08
H 2.9918 -5.9290 0.9757 -0.16 0.11 0.07 0.07
H 1.2490 -5.5348 1.2292 0.28 0.13 -0.07 0.06
H -3.0545 -0.9034 0.3463 0.02 -0.33 -0.42 -0.02
N 0.9148 4.8549 0.1937 -0.21 0.47 0.00 0.14
C 0.8153 3.7665 -0.6043 -0.70 -0.33 1.70 -0.16
N 0.2767 2.7573 0.0755 -0.09 -0.22 -1.33 -0.16
C 0.0096 3.1971 1.3645 0.53 0.25 -0.29 -0.30
C -0.3096 2.4432 2.4964 0.06 0.53 0.32 -0.05
C -0.1372 3.0668 3.7390 -0.26 -0.67 -0.59 -0.06
C 0.3107 4.3942 3.8297 -0.01 0.74 -0.51 -0.06
C 0.5774 5.1600 2.6826 -0.23 -0.06 0.71 0.01
C 0.4046 4.5330 1.4599 0.95 -0.45 -0.41 -0.18
H 1.3236 5.7483 -0.0704 -0.23 -0.42 0.09 0.18
H 1.1579 3.7645 -1.6302 -0.05 -0.11 0.21 0.12
H -0.6804 1.4237 2.3625 0.11 0.21 0.43 0.07
H -0.3424 2.4993 4.6493 0.05 0.26 -0.28 0.11
H 0.4383 4.8421 4.8163 -0.01 -0.12 -0.34 0.11
H 0.9361 6.1892 2.7006 -0.07 -0.29 0.35 0.12

---

Entry 3:
18
Properties=species:S:1:pos:R:3:forces:R:3:nbo_charge:R:1 method="wB97M-V/def2-TZVPD" e_tot_ha=-343.9272 gap_ev=9.519 homo_ev=-8.749 e_lumo_ev=0.77 relative_energy_kcal_mol=131.49
C 0.8422 -0.2245 0.5029 0.91 -2.39 1.81 0.02
C 0.0820 1.0163 0.5599 0.28 4.07 -0.25 -0.40
C -0.9864 0.2275 -0.3247 0.86 0.33 1.84 0.06
C -0.5680 -0.9473 0.6088 -0.54 -2.64 -0.18 -0.40
C -0.0596 0.0537 -1.5027 0.36 -2.36 0.70 -0.21
C 1.1119 -0.3908 -0.9245 -0.85 1.78 -2.93 -0.18
H 3.0040 -0.9677 0.7410 -4.27 1.91 3.24 0.36
H 1.5773 -0.8361 2.4148 2.36 1.32 -3.98 0.38
H 0.6710 1.8395 0.0697 -0.86 -0.36 0.20 0.20
H -0.0499 1.3438 1.5916 -0.95 -0.22 0.14 0.21
H -2.1848 1.2428 -1.4848 -1.00 -0.88 1.43 0.36
H -2.8528 1.0997 0.1631 1.61 -1.78 -3.04 0.37
H -0.6735 -1.9726 0.1794 0.39 0.65 -0.24 0.20
H -1.0612 -1.1216 1.5925 0.42 1.19 -0.22 0.21
H -0.6687 -0.0309 -2.3978 1.24 0.16 -0.78 0.23
H 2.1367 -0.4540 -1.3096 -0.62 -0.48 -0.16 0.22
N 2.0050 -0.3282 1.4070 1.02 -3.36 0.63 -0.84
N -2.3523 0.5350 -0.7038 -0.37 3.06 1.79 -0.81

---

Entry 4:
20
Properties=species:S:1:pos:R:3:forces:R:3:nbo_charge:R:1 method="wB97M-V/def2-TZVPD" e_tot_ha=-344.9067 charge=-1 gap_ev=6.726 homo_ev=-2.625 e_lumo_ev=4.10 relative_energy_kcal_mol=33.99
C -0.4912 1.8206 1.2091 -0.20 -0.47 -0.03 -0.44
N 0.5977 2.2824 0.3227 0.41 0.10 0.59 -0.61
C 1.8603 1.6665 0.7818 -1.17 -0.71 -0.23 -0.44
H -0.8886 0.8361 0.8897 0.74 0.40 0.11 0.26
H -0.1143 1.6703 2.2494 -0.40 0.23 -0.40 0.15
H -1.3405 2.5085 1.1900 0.19 0.34 0.09 0.16
H 0.7119 3.2799 0.4436 -0.23 0.18 0.03 0.32
H 2.0115 1.7661 1.8479 -0.11 0.08 0.74 0.14
H 2.7472 2.0515 0.3360 0.52 0.54 -0.89 0.17
H 1.7460 0.6112 0.5645 0.21 -0.40 0.04 0.27
C -0.4603 -1.3846 -2.1797 0.15 -0.04 0.27 -0.43
N -1.3693 -1.6603 -1.0406 0.72 0.73 -0.25 -0.68
C -0.5339 -2.0067 0.1729 0.27 1.04 1.12 0.12
O 0.2415 -0.9646 0.6236 -0.91 -1.31 -0.43 -0.99
H 0.4086 -0.7397 -1.9055 -0.46 -0.47 0.01 0.19
H -1.0068 -0.8653 -2.9711 -0.07 -0.10 -0.09 0.16
H -0.0965 -2.3477 -2.5826 -0.05 0.37 0.11 0.16
H -1.7241 -0.7174 -0.7891 0.13 -0.81 -0.02 0.33
H 0.0960 -2.9010 -0.0614 -0.42 0.01 -0.34 0.08
H -1.3307 -2.3655 0.9199 0.68 0.28 -0.43 0.07